1.
Below is a molecular structure, C17H15N2O5Re, with properties calculated with the ωB97M-V functional and the def2-TZVPD basis.

Cartesian coordinates (Å):
Re 0.0717 1.1766 -0.0313
C 4.1122 0.9033 -1.5285
O 4.6794 0.2567 -0.3839
C 4.0521 0.1624 0.7945
C 4.8705 -0.2522 1.8577
C 4.3821 -0.4075 3.1329
C 3.0453 -0.1552 3.3983
C 2.1894 0.2486 2.3767
C 0.8095 0.4486 2.7396
N -0.1256 0.8229 1.9286
N -1.4141 0.9049 2.4342
C -2.2569 1.0544 1.4758
O -1.7994 1.0935 0.1856
C -3.6930 1.1673 1.6624
C -4.2161 1.2059 2.9584
C -5.5812 1.3065 3.1413
C -6.4270 1.3686 2.0389
C -5.9084 1.3305 0.7521
C -4.5421 1.2310 0.5573
C 2.6985 0.3986 1.0595
O 1.8739 0.7667 0.0376
H 4.9320 0.9824 -2.2353
H 3.7498 1.8991 -1.2760
H 3.3109 0.3102 -1.9633
H 5.9095 -0.4434 1.6242
H 5.0413 -0.7257 3.9280
H 2.6556 -0.2774 4.4002
H 0.5159 0.2707 3.7679
H -3.5479 1.1591 3.8070
H -5.9906 1.3375 4.1416
H -7.4959 1.4475 2.1855
H -6.5698 1.3775 -0.1021
H -4.1359 1.2002 -0.4434
C -0.0029 5.4079 -0.8532
O -0.0817 4.1758 -0.0812
C 0.2124 3.0829 -0.7183
O 0.5643 2.9378 -1.8701
H -0.2201 6.2013 -0.1490
H -0.7389 5.3825 -1.6532
H 0.9968 5.5113 -1.2679

Force components x, y, z for each atom (eV/Å):
0.147 0.617 -0.178
0.010 0.001 0.009
0.007 -0.005 -0.062
-0.234 0.021 0.121
-0.026 0.057 -0.111
0.036 -0.020 0.078
-0.076 0.009 0.041
0.247 -0.035 -0.157
0.032 0.051 -0.176
0.190 -0.142 0.001
-0.356 -0.035 0.179
0.177 -0.092 -0.011
-0.259 -0.072 -0.120
-0.125 0.031 0.137
-0.004 0.009 -0.026
-0.007 0.001 -0.022
0.010 -0.002 -0.008
-0.043 0.005 0.005
0.038 0.004 0.035
0.267 -0.076 0.289
0.058 -0.134 -0.180
-0.001 0.005 0.002
-0.001 0.006 0.004
0.003 -0.006 0.006
0.001 -0.007 0.013
0.001 0.000 -0.006
-0.013 0.000 -0.007
-0.064 0.001 0.007
0.008 -0.004 -0.009
0.000 0.000 0.001
-0.001 -0.002 0.000
-0.007 0.001 0.006
0.019 -0.007 0.002
0.035 0.047 -0.081
0.027 0.027 -0.026
-0.109 0.115 0.272
0.021 -0.355 -0.061
-0.001 -0.006 0.012
0.000 -0.019 0.011
-0.009 0.012 0.012

The calculation puts the LUMO energy (spin up / spin down) at -5.5 / -5.1 eV. The charge is +1. The gap between HOMO and LUMO (spin up / spin down) comes out at 6.2642 / 6.5335 eV. As for the spin multiplicity: 2. As for the expectation value of S²: 0.77.

Atom charges from the Löwdin analysis, given in e for atoms 1 to 5:
1. Re 1.650
2. C -0.030
3. O -0.038
4. C -0.201
5. C 0.047

2.
Below is a single C17H15N3O3S2 molecule at a distorted geometry, with properties calculated with the ωB97M-V functional and the def2-TZVPD basis.

Cartesian coordinates (Å):
C -4.8129 -2.6020 1.2637
C -5.0063 -1.4370 0.3361
C -6.1538 -1.3433 -0.4333
C -6.3617 -0.2828 -1.2994
C -5.4058 0.7101 -1.3985
C -4.2515 0.6411 -0.6403
C -4.0364 -0.4250 0.2261
N -2.8964 -0.5378 1.0167
C -1.7466 0.1588 1.0677
N -0.8417 -0.1535 1.9550
N 0.2586 0.5664 1.8789
C 0.2533 1.4518 0.9559
S 1.5615 2.5550 0.6517
C 1.8132 2.1766 -1.1295
C 1.9391 0.6784 -1.2951
O 1.0092 0.0780 -1.8337
C 3.1105 0.0042 -0.7710
C 4.1807 0.6881 -0.1693
C 5.2692 0.0249 0.3285
C 5.3323 -1.3734 0.2476
O 6.4217 -1.9881 0.7485
C 4.2942 -2.0744 -0.3381
C 3.1817 -1.4107 -0.8511
O 2.2218 -2.1498 -1.4029
S -1.2586 1.4768 0.0179
H -3.9054 -3.1544 1.0178
H -5.6539 -3.2854 1.1815
H -4.7503 -2.2734 2.3023
H -6.9010 -2.1195 -0.3534
H -7.2638 -0.2348 -1.8895
H -5.5526 1.5458 -2.0653
H -3.5229 1.4302 -0.7245
H -2.9055 -1.2945 1.6883
H 0.9455 2.5326 -1.6868
H 2.7049 2.7199 -1.4316
H 4.1500 1.7618 -0.0844
H 6.0866 0.5528 0.7908
H 6.3445 -2.9456 0.6465
H 4.3178 -3.1523 -0.4109
H 1.5076 -1.5404 -1.7155

Force components x, y, z for each atom (eV/Å):
-0.008 0.100 -0.084
0.016 -0.003 -0.010
0.094 0.100 0.000
-0.071 0.079 -0.095
-0.097 -0.082 -0.021
0.173 0.003 0.082
-0.262 0.116 -0.240
-0.420 -0.695 0.321
0.475 0.900 -0.556
-1.246 -0.981 0.407
1.267 0.443 0.110
-0.632 0.382 -0.727
0.068 0.292 -0.209
-0.331 0.038 0.370
0.046 0.163 -0.133
0.060 0.005 -0.055
0.019 -0.436 -0.072
-0.009 -0.302 -0.087
0.277 -0.018 0.115
-0.583 0.115 -0.297
0.197 -0.083 0.107
0.024 -0.134 0.000
0.175 0.396 0.135
-0.178 -0.053 -0.090
0.403 -0.497 0.934
0.070 -0.081 0.054
-0.005 -0.045 0.038
0.034 -0.055 0.111
-0.050 -0.093 0.030
-0.081 0.008 -0.054
-0.009 0.077 -0.059
-0.059 0.074 -0.031
0.105 0.123 -0.053
0.204 -0.081 -0.079
0.030 0.024 -0.030
0.018 0.082 0.013
0.094 0.090 0.059
-0.044 0.153 -0.011
0.014 -0.122 -0.007
0.220 -0.001 0.115

The calculation puts the LUMO energy at 0.1 eV. Its SMILES is Cc1ccccc1Nc1nnc(SCC(=O)c2ccc(O)cc2O)s1. The gap between HOMO and LUMO comes out at 8.1342 eV.

Atom charges from the Löwdin analysis, given in e for atoms 1 to 5:
1. C -0.046
2. C -0.213
3. C -0.050
4. C -0.092
5. C -0.084

3.
Below is a molecular structure, C17H15N3O8PtS at a distorted geometry, with properties calculated with the ωB97M-V functional and the def2-TZVPD basis.

Cartesian coordinates (Å):
Pt -0.5134 -1.0589 -0.9994
O 1.8904 -4.9858 0.1034
C 1.1542 -4.0803 -0.5751
O 1.5554 -3.5133 -1.5489
C -0.2265 -3.9543 -0.0015
C -0.7360 -4.9276 0.8409
C -2.0733 -4.8832 1.2064
C -2.8769 -3.9004 0.6630
C -2.2987 -2.9452 -0.1509
N -0.9845 -2.9349 -0.4323
C -3.1439 -1.8747 -0.8326
O -4.3479 -1.9610 -0.7929
O -2.4435 -0.9812 -1.4618
H 2.7348 -5.0530 -0.3659
H -0.0884 -5.7217 1.1779
H -2.4801 -5.6282 1.8765
H -3.9400 -3.8264 0.8433
C 3.5026 -0.4929 1.2986
N 3.1940 0.2641 0.0902
C 4.0122 1.4011 -0.3264
C 2.1265 -0.0637 -0.6083
O 1.4173 -1.0447 -0.2896
H 4.2937 0.0173 1.8396
H 3.8270 -1.5029 1.0471
H 2.6157 -0.5547 1.9272
H 4.9271 1.4053 0.2583
H 3.4877 2.3414 -0.1567
H 4.2811 1.3171 -1.3779
H 1.8795 0.5601 -1.4661
O -2.2815 2.0344 2.4701
S -1.0525 2.3652 1.8151
O 0.0904 2.6844 2.6217
N -0.6613 1.2423 0.7117
C -0.6846 1.6649 -0.5047
O -0.3624 0.8943 -1.4973
C -1.0778 3.0906 -0.6748
C -1.2149 3.8395 -1.8251
C -1.6202 5.1651 -1.6952
C -1.8820 5.7114 -0.4449
C -1.7444 4.9522 0.7158
C -1.3388 3.6453 0.5761
H -1.0207 3.3972 -2.7931
H -1.7398 5.7784 -2.5785
H -2.2027 6.7424 -0.3723
H -1.9532 5.3747 1.6895

Force components x, y, z for each atom (eV/Å):
-0.133 -0.201 -0.300
-0.015 0.076 0.044
0.107 0.027 0.049
-0.074 -0.053 -0.021
0.084 -0.029 -0.053
0.023 -0.041 -0.112
-0.054 0.023 -0.020
-0.003 -0.076 0.009
0.002 -0.001 -0.079
-0.245 -0.083 0.275
0.139 -0.009 0.002
-0.013 0.017 0.011
-0.028 -0.076 -0.001
0.005 -0.017 0.002
0.019 0.007 0.005
-0.006 0.002 -0.003
0.002 -0.014 0.005
-0.021 0.052 0.027
0.078 -0.029 -0.091
-0.021 0.015 0.042
0.058 -0.217 0.204
0.036 0.257 -0.122
-0.005 0.005 0.003
-0.004 -0.003 -0.001
-0.002 -0.009 -0.004
0.011 -0.009 -0.013
0.010 0.006 0.017
-0.022 0.010 -0.006
0.037 0.032 -0.012
-0.008 -0.017 0.041
-0.312 0.670 -0.586
0.103 0.038 -0.017
0.223 -0.741 0.810
0.247 -0.345 -0.564
-0.341 0.802 0.173
0.021 0.045 0.324
-0.014 0.019 -0.040
0.013 -0.031 -0.017
-0.004 -0.002 0.023
-0.012 0.038 0.013
0.125 -0.130 -0.017
-0.007 0.001 -0.002
-0.001 -0.006 -0.003
0.003 -0.001 0.006
0.002 0.000 -0.001

The calculation puts the LUMO energy at -0.7 eV. The gap between HOMO and LUMO comes out at 8.1167 eV.

Atom charges from the Löwdin analysis, given in e for atoms 1 to 5:
1. Pt 1.238
2. O 0.108
3. C -0.472
4. O 0.119
5. C -0.148

4.
Below is a molecular structure, C17H16BBr3F2IrN2O2 at a distorted geometry, with properties calculated with the ωB97M-V functional and the def2-TZVPD basis.

Cartesian coordinates (Å):
Ir 1.8176 1.9498 -0.4985
O 1.2624 -3.7494 -1.0562
C 1.9350 -3.5734 0.1186
C 2.2639 -4.6285 0.9601
C 2.9301 -4.3741 2.1458
C 3.2599 -3.0742 2.5107
C 2.9237 -2.0297 1.6701
C 2.2741 -2.2691 0.4643
C 1.9265 -1.1475 -0.4724
O 2.8839 -0.0635 -0.4795
N 0.7028 -0.5494 -0.0124
N 0.3383 0.6442 -0.5769
C -0.9197 0.9573 -0.5923
C -1.3722 2.2886 -0.9376
Br 0.0587 3.4989 -1.3034
C -2.6409 2.7470 -0.9601
C -3.9028 2.0102 -1.1006
C -5.0806 2.7313 -0.8826
C -6.3167 2.1156 -0.9802
C -6.3929 0.7712 -1.3131
C -5.2315 0.0499 -1.5654
C -3.9953 0.6625 -1.4658
H 1.1821 -4.6887 -1.2544
H 1.9979 -5.6416 0.6839
H 3.1931 -5.2003 2.7923
H 3.7753 -2.8826 3.4408
H 3.1704 -1.0111 1.9478
H 1.8654 -1.5081 -1.5031
H -0.0447 -1.1927 0.2124
H -1.6606 0.2487 -0.2423
H -2.7619 3.8237 -0.8968
H -5.0218 3.7822 -0.6279
H -7.2182 2.6862 -0.8050
H -7.3570 0.2881 -1.3967
H -5.2927 -0.9883 -1.8620
H -3.1141 0.0949 -1.7279
Br 1.6457 2.4528 2.5346
C 2.9730 3.7551 2.0868
Br 3.5949 3.5513 0.2359
H 3.8370 3.6132 2.7235
H 2.5473 4.7462 2.1762
F 4.7304 -1.4512 -0.8692
B 4.2300 -0.2532 -0.6667
F 5.0041 0.8079 -0.6548

Force components x, y, z for each atom (eV/Å):
-0.415 -0.338 -1.178
0.006 0.007 0.003
0.009 0.006 -0.059
0.008 0.045 0.004
0.011 -0.015 0.006
-0.006 -0.022 -0.002
-0.051 0.036 0.023
0.142 -0.014 -0.009
-0.164 -0.246 -0.242
0.206 0.597 0.581
0.020 -0.040 0.354
-0.752 0.219 0.330
0.241 0.135 -0.543
-0.401 -0.414 0.290
0.527 0.081 0.550
0.223 -0.091 -0.238
0.252 0.068 0.405
-0.041 -0.068 0.082
0.052 0.002 -0.026
0.007 -0.028 -0.007
-0.027 0.060 -0.004
-0.039 0.021 -0.062
-0.013 -0.007 0.002
0.004 -0.010 -0.007
-0.005 -0.003 0.012
0.000 0.006 0.006
-0.012 0.012 0.003
0.003 0.064 0.004
0.007 -0.037 -0.128
0.024 -0.093 -0.066
0.038 0.042 -0.372
0.008 0.004 0.010
-0.008 -0.001 0.004
-0.002 -0.003 -0.002
-0.007 -0.008 0.004
0.034 0.020 -0.027
0.103 0.116 0.459
-0.017 -0.004 0.048
-0.019 -0.009 -0.011
0.007 0.041 -0.022
0.009 -0.010 -0.017
0.021 -0.019 -0.071
-0.049 -0.104 -0.121
0.070 0.003 0.032

The calculation puts the LUMO energy at -3.8 eV. The charge is +1. The gap between HOMO and LUMO comes out at 6.5010 eV.

Atom charges from the Löwdin analysis, given in e for atoms 1 to 5:
1. Ir 0.350
2. O 0.069
3. C -0.258
4. C -0.001
5. C -0.055

5.
Below is a molecular structure, C17H16BrFeINOS, with properties calculated with the ωB97M-V functional and the def2-TZVPD basis.

Cartesian coordinates (Å):
Fe -0.2937 -0.6311 -0.0353
C -2.7343 1.7975 -0.3371
C -1.3390 2.3430 -0.2954
C -1.1862 3.7462 -0.1965
C 0.0553 4.2941 -0.1450
C 1.1862 3.4556 -0.2140
C 2.5054 3.9622 -0.1962
C 3.5604 3.1014 -0.2856
C 3.3439 1.7154 -0.3915
C 2.0759 1.1854 -0.4045
S 1.7889 -0.5322 -0.5559
C 0.9636 2.0669 -0.3145
N -0.3038 1.5241 -0.3418
H -3.4267 2.5649 -0.6776
H -3.0520 1.4897 0.6627
H -2.8083 0.9353 -0.9914
H -2.0727 4.3643 -0.1636
H 0.1905 5.3663 -0.0655
H 2.6564 5.0312 -0.1150
H 4.5743 3.4798 -0.2754
H 4.1911 1.0451 -0.4639
I -0.9528 -1.6142 3.1998
C -0.2290 -0.1125 1.8411
H 0.7811 0.1105 2.1704
H -0.8786 0.7431 2.0254
O -2.3064 -1.0283 0.1395
H -2.5886 -0.8604 1.0526
H -2.2923 -2.0007 0.0604
Br -0.2564 -7.2964 -0.5022
C -0.1721 -5.4022 -0.4599
C -1.0234 -4.6624 -1.2548
C -0.9772 -3.2721 -1.1765
C -0.0905 -2.5845 -0.3350
C 0.7819 -3.3885 0.4120
C 0.7441 -4.7731 0.3681
H -1.7073 -5.1560 -1.9323
H -1.6385 -2.7217 -1.8449
H 1.5173 -2.9236 1.0583
H 1.4136 -5.3620 0.9809

Force components x, y, z for each atom (eV/Å):
0.184 0.026 -0.698
0.012 -0.038 0.002
0.020 0.025 -0.083
-0.003 0.009 -0.026
0.000 0.042 -0.010
0.012 -0.042 0.000
-0.020 -0.004 0.000
0.032 0.000 0.001
0.014 -0.003 0.009
-0.085 0.127 0.035
0.101 -0.011 -0.119
-0.004 -0.116 -0.037
-0.046 0.097 0.285
0.004 0.009 0.011
-0.007 0.006 -0.009
-0.007 0.015 -0.009
-0.002 -0.007 0.002
0.002 -0.004 0.006
-0.003 -0.002 -0.004
-0.002 -0.005 0.000
-0.008 -0.006 -0.001
-0.033 -0.011 0.017
-0.008 -0.081 0.072
0.007 0.018 0.016
0.072 0.025 0.056
-0.075 -0.171 0.025
0.016 -0.021 -0.020
-0.015 0.069 0.023
0.012 -0.016 -0.011
-0.012 0.035 -0.013
0.049 -0.014 -0.048
0.090 0.199 -0.171
-0.219 -0.226 0.616
0.025 0.052 -0.040
0.024 -0.013 -0.018
-0.022 0.005 0.024
-0.051 0.002 0.069
-0.065 0.028 0.058
0.010 0.004 -0.010

The calculation puts the LUMO energy (spin up / spin down) at -0.6 / -0.4 eV. The gap between HOMO and LUMO (spin up / spin down) comes out at 7.2261 / 7.5703 eV. As for the spin multiplicity: 2. As for the expectation value of S²: 0.82.

Atom charges from the Löwdin analysis, given in e for atoms 1 to 5:
1. Fe 0.233
2. C -0.023
3. C -0.290
4. C -0.012
5. C 0.006

6.
Below is a single C17H16BrN3O molecule, with properties calculated with the ωB97M-V functional and the def2-TZVPD basis.

Cartesian coordinates (Å):
C 3.8085 -4.3166 -0.3875
C 4.0709 -2.8136 -0.2750
C 2.9726 -2.0347 -0.9436
C 3.0260 -1.8286 -2.3340
C 2.0372 -1.1603 -3.0164
C 0.9548 -0.6869 -2.2813
N -0.1514 -0.0006 -2.6647
C -0.9325 0.2597 -1.5645
C -2.2419 0.8691 -1.7924
O -2.7670 0.8394 -2.8920
N -2.9236 1.4097 -0.7259
C -2.4979 1.9327 0.4795
C -1.1988 2.3891 0.7163
C -0.9212 2.9240 1.9584
C -1.9347 2.9963 2.9022
Br -1.5663 3.7267 4.6211
C -3.2179 2.5552 2.5796
C -4.3567 2.6387 3.5389
N -3.4641 2.0429 1.3863
C -0.3307 -0.2796 -0.4488
C 0.8763 -0.8815 -0.8778
C 1.9011 -1.5656 -0.2169
H 4.6045 -4.8799 0.0939
H 3.7541 -4.6152 -1.4320
H 2.8646 -4.5709 0.0894
H 4.1317 -2.5372 0.7792
H 5.0291 -2.5801 -0.7440
H 3.8787 -2.2093 -2.8774
H 2.0938 -1.0090 -4.0838
H -0.4286 0.2450 -3.6013
H -3.9212 1.5094 -0.8793
H -0.4399 2.3400 -0.0457
H 0.0672 3.2914 2.1894
H -4.1336 2.0697 4.4406
H -5.2520 2.2409 3.0716
H -4.5284 3.6734 3.8331
H -0.7111 -0.2661 0.5532
H 1.8486 -1.7176 0.8512

Force components x, y, z for each atom (eV/Å):
0.160 0.135 0.091
-0.123 -0.212 -0.045
0.063 0.086 0.321
-0.158 0.108 -0.139
0.112 -0.065 -0.124
0.198 -0.186 0.562
-0.271 0.270 -0.226
0.412 -0.404 0.274
-0.385 0.156 -0.014
0.147 -0.036 -0.006
-0.441 -0.182 -0.430
0.422 0.400 0.688
-0.186 0.090 0.011
-0.249 -0.065 0.082
0.079 0.053 0.108
-0.027 -0.091 -0.220
0.388 0.255 0.316
-0.072 0.003 0.035
-0.171 -0.320 -0.532
-0.385 0.186 -0.314
0.074 0.002 -0.500
0.121 -0.015 -0.193
0.053 -0.134 0.025
-0.024 -0.075 -0.090
-0.086 -0.060 0.021
0.070 0.056 -0.025
0.024 0.057 0.076
0.097 -0.032 -0.079
0.045 0.005 -0.113
-0.021 -0.044 0.063
0.181 -0.025 -0.059
0.043 0.022 -0.019
0.059 0.028 0.019
-0.030 0.015 0.080
-0.022 -0.015 -0.021
-0.033 0.029 0.079
-0.103 0.042 0.154
0.038 -0.035 0.144

The calculation puts the LUMO energy at 0.1 eV. Its SMILES is CCc1ccc2[nH]c(C(=O)Nc3ccc(Br)c(C)n3)cc2c1. The gap between HOMO and LUMO comes out at 8.3317 eV.

Atom charges from the Löwdin analysis, given in e for atoms 1 to 5:
1. C -0.097
2. C -0.220
3. C -0.253
4. C -0.042
5. C -0.007